# 1
The following is a quantum chemistry calculation of a structure of composition C55H42LaO2P3S4Sb, from the OMol25 dataset.

The HOMO energy (alpha / beta) is -5.18 / -6.75 eV. Its molecular weight is 1216.80 g mol⁻¹. Its energy above the lowest of the compared OMol25 structures with the same formula, charge and spin is 0.00 kJ/mol. As for the net charge: 0. The total energy is -5160.31510 hartree. The calculation puts the HOMO-LUMO gap (alpha / beta) at 4.86 / 6.34 eV. Its multiplicity is 2.

Each line ends with the Löwdin spin population.
Geometry (Å):
La (-0.11624, -0.51972, 1.05564)  0.15
O (-3.99024, 0.51887, -0.63475)  0.00
S (-2.80895, 1.18086, -0.02747)  0.00
C (-2.27167, 2.39931, -1.24465)  0.00
C (-3.07129, 3.51822, -1.47952)  0.00
C (-2.78565, 4.36782, -2.52908)  0.00
C (-1.71076, 4.09437, -3.36563)  0.00
C (-0.93111, 2.97812, -3.13972)  0.00
C (-1.18792, 2.11461, -2.07327)  0.00
P (-0.08826, 0.66686, -1.78214)  0.00
C (-0.53593, -0.43030, -3.16876)  0.00
C (-1.90005, -0.67343, -3.34859)  0.00
C (-2.33074, -1.56292, -4.31668)  0.00
C (-1.40521, -2.21720, -5.11891)  0.00
C (-0.05102, -1.99094, -4.93352)  0.00
C (0.38814, -1.10940, -3.95510)  0.00
C (1.58089, 1.30756, -2.11911)  0.00
C (2.37423, 1.63674, -1.02637)  0.00
C (3.65784, 2.13206, -1.20552)  0.00
C (4.16684, 2.28808, -2.48297)  0.00
C (3.38919, 1.95507, -3.58471)  0.00
C (2.10604, 1.47142, -3.40286)  0.00
C (-3.40279, 2.28473, 1.25020)  0.00
C (-4.75987, 2.58926, 1.20198)  0.00
C (-5.26814, 3.53230, 2.07802)  0.00
C (-4.42449, 4.16892, 2.97922)  0.00
C (-3.09058, 3.81107, 3.05048)  0.00
C (-2.55831, 2.83183, 2.21028)  0.00
P (-0.84945, 2.20751, 2.48615)  0.01
C (-0.86490, 1.92306, 4.28511)  0.00
C (0.32523, 1.94133, 5.00840)  0.00
C (0.33645, 1.60284, 6.34995)  0.00
C (-0.84011, 1.22715, 6.98464)  0.00
C (-2.02531, 1.18385, 6.26684)  0.00
C (-2.03877, 1.52735, 4.92439)  0.00
C (0.13504, 3.71868, 2.22594)  0.00
C (0.44745, 4.02616, 0.90321)  0.00
C (1.14951, 5.17580, 0.58841)  0.00
C (1.56086, 6.02912, 1.60376)  0.00
C (1.25837, 5.72828, 2.92301)  0.00
C (0.54792, 4.57954, 3.23456)  0.00
H (-3.91677, 3.72588, -0.84060)  0.00
H (-3.40135, 5.23929, -2.69952)  0.00
H (-1.48451, 4.74873, -4.19473)  0.00
H (-0.10122, 2.77922, -3.79857)  0.00
H (-2.64125, -0.19181, -2.72261)  0.00
H (-3.38796, -1.74817, -4.43574)  0.00
H (-1.73807, -2.90981, -5.87895)  0.00
H (0.67803, -2.51278, -5.53703)  0.00
H (1.45310, -0.97893, -3.80599)  0.00
H (2.03569, 1.49422, -0.00864)  0.00
H (4.25711, 2.37588, -0.34160)  0.00
H (5.17225, 2.66013, -2.62537)  0.00
H (3.78379, 2.06333, -4.58542)  0.00
H (1.51869, 1.18974, -4.26861)  0.00
H (-5.38089, 2.08017, 0.48022)  0.00
H (-6.32128, 3.77709, 2.05469)  0.00
H (-4.81365, 4.91963, 3.65094)  0.00
H (-2.45331, 4.26440, 3.79957)  0.00
H (1.25991, 2.19883, 4.52091)  0.00
H (1.26883, 1.61882, 6.89439)  0.00
H (-0.82742, 0.95185, 8.02998)  0.00
H (-2.94195, 0.86356, 6.74258)  0.00
H (-2.97224, 1.45967, 4.37831)  0.00
H (0.13914, 3.36489, 0.09914)  0.00
H (1.38387, 5.39528, -0.44261)  0.00
H (2.12066, 6.92326, 1.36872)  0.00
H (1.57477, 6.38817, 3.71782)  0.00
H (0.30978, 4.36208, 4.27085)  0.00
S (-0.64564, -4.15691, 3.87656)  0.08
Sb (-1.38319, -2.04595, 3.78441)  0.13
S (-2.33500, -1.91926, 1.53131)  0.03
S (1.42514, -0.85900, 3.50736)  0.01
O (2.18392, -0.91520, 0.96949)  0.16
C (2.08420, -1.62829, 2.10170)  0.25
C (2.34699, -3.06724, 2.01451)  0.02
C (2.99448, -3.72217, 3.06015)  0.04
C (3.29771, -5.06580, 2.97301)  0.00
C (2.95674, -5.79335, 1.83941)  0.04
C (2.28362, -5.16108, 0.80456)  0.00
C (1.95678, -3.81399, 0.88560)  0.04
P (0.91585, -3.04264, -0.41298)  0.01
C (2.10554, -2.96746, -1.81302)  0.00
C (3.01135, -1.90693, -1.84857)  0.00
C (3.91583, -1.79069, -2.89031)  0.00
C (3.93233, -2.72822, -3.91278)  0.00
C (3.05436, -3.80106, -3.87184)  0.00
C (2.15213, -3.92087, -2.82480)  0.00
C (-0.32702, -4.28124, -0.89144)  0.00
C (-0.96650, -4.16650, -2.12508)  0.00
C (-2.06020, -4.95690, -2.43049)  0.00
C (-2.54350, -5.86342, -1.49582)  0.00
C (-1.93419, -5.95839, -0.25512)  0.00
C (-0.83769, -5.16897, 0.05101)  0.00
H (3.25802, -3.16423, 3.94819)  0.00
H (3.80107, -5.55937, 3.79224)  0.00
H (3.19346, -6.84469, 1.77065)  0.00
H (1.97895, -5.73974, -0.05878)  0.00
H (3.01557, -1.18518, -1.04420)  0.00
H (4.60916, -0.96000, -2.89942)  0.00
H (4.63507, -2.63589, -4.72961)  0.00
H (3.07453, -4.54830, -4.65212)  0.00
H (1.47002, -4.76094, -2.80393)  0.00
H (-0.62268, -3.44246, -2.86264)  0.00
H (-2.54225, -4.85246, -3.39230)  0.00
H (-3.40426, -6.47521, -1.72982)  0.00
H (-2.32364, -6.62975, 0.49521)  0.00
H (-0.41706, -5.21769, 1.04671)  0.00

# 2
The following is a quantum chemistry calculation of a structure of composition C55H46BCl3F4HfN5O2S2, from the OMol25 dataset.

The HOMO energy is -14.76 eV. Its molecular weight is 1244.79 g mol⁻¹. Its energy above the lowest of the compared OMol25 structures with the same formula, charge and spin is 0.00 kJ/mol. As for the net charge: +3. The total energy is -5196.57759 hartree. The calculation puts the HOMO-LUMO gap at 7.33 eV.

Each line ends with the Mulliken charge.
Geometry (Å):
Hf (-0.53958, -0.75675, 1.95795)  2.51
C (1.08450, -2.02405, 4.49853)  -1.40
C (0.62048, -0.80379, 5.30065)  -0.98
C (-0.87399, -0.73481, 5.37872)  0.37
C (-1.49604, -0.95763, 6.59616)  -1.03
C (-2.87760, -0.92560, 6.68554)  -0.95
C (-3.58764, -0.63610, 5.53600)  -1.18
C (-2.89792, -0.42793, 4.36179)  -0.57
N (-1.55696, -0.48458, 4.24031)  1.07
N (1.41129, -1.68846, 3.07882)  0.34
C (2.57027, -0.75801, 3.09843)  -2.57
C (2.28174, 0.64709, 2.65713)  1.10
C (3.37155, 1.47186, 2.42654)  -0.90
C (3.16979, 2.79264, 2.07696)  -0.76
C (1.86160, 3.24586, 1.98936)  -1.18
C (0.83377, 2.35985, 2.21737)  -0.09
N (1.00905, 1.06175, 2.54145)  0.73
C (1.78557, -2.95647, 2.38799)  -2.54
C (0.71702, -3.56414, 1.52229)  1.26
C (0.68977, -4.92640, 1.31532)  -1.06
C (-0.25932, -5.45900, 0.44973)  -1.06
C (-1.10235, -4.59600, -0.22387)  -0.63
C (-1.00811, -3.24097, 0.02298)  -0.38
N (-0.14035, -2.72474, 0.90624)  2.22
H (0.31068, -2.78988, 4.50606)  0.75
H (1.97568, -2.45205, 4.96449)  0.78
H (0.99724, 0.12580, 4.87309)  0.16
H (1.01922, -0.87470, 6.31038)  0.63
H (-0.89393, -1.16721, 7.46940)  0.54
H (-3.37995, -1.12652, 7.62219)  0.50
H (-4.66733, -0.59223, 5.53200)  0.57
H (-3.46636, -0.23386, 3.46608)  0.91
H (3.38164, -1.13783, 2.47949)  0.91
H (2.97328, -0.70095, 4.11236)  0.60
H (4.37291, 1.07388, 2.53021)  0.57
H (4.00973, 3.44784, 1.88950)  0.52
H (1.63998, 4.27552, 1.74648)  0.61
H (-0.18144, 2.70850, 2.15328)  0.07
H (2.11457, -3.69825, 3.11747)  0.71
H (2.63223, -2.76625, 1.72744)  0.68
H (1.38541, -5.56740, 1.84016)  0.65
H (-0.33503, -6.52918, 0.31081)  0.55
H (-1.85125, -4.96758, -0.90810)  0.64
H (-1.65805, -2.53588, -0.47943)  0.02
C (6.37998, 2.45825, -2.92159)  -1.61
C (5.30124, 1.61663, -2.31104)  0.77
C (4.03497, 2.13839, -2.04152)  -1.14
C (3.03640, 1.36264, -1.47888)  0.23
C (3.30265, 0.03067, -1.19593)  1.09
C (4.56922, -0.50530, -1.41739)  -1.00
C (5.55629, 0.28541, -1.97320)  -1.06
S (2.13908, -1.14060, -0.53492)  0.39
O (1.23525, -0.33874, 0.43147)  0.42
C (1.17138, -1.72409, -1.92630)  1.70
C (1.42897, -3.09577, -2.15731)  -0.91
C (0.76529, -3.77829, -3.12802)  -1.38
C (-0.25046, -3.14432, -3.87579)  0.79
C (-0.98036, -3.84457, -4.86276)  -1.14
C (-1.91324, -3.20217, -5.62461)  -0.71
C (-2.17950, -1.83558, -5.41002)  -0.88
C (-1.50622, -1.13674, -4.44753)  -1.25
C (-0.50665, -1.76146, -3.65828)  1.27
C (0.28097, -1.02732, -2.70606)  -0.78
C (0.23857, 0.45282, -2.87750)  -0.13
C (0.88537, 0.90002, -4.08303)  1.64
C (1.69969, 0.03275, -4.85292)  -1.19
C (2.31319, 0.47887, -5.99060)  -0.85
C (2.13745, 1.80339, -6.43395)  -0.82
C (1.37313, 2.66926, -5.70583)  -1.11
C (0.74462, 2.24346, -4.51498)  0.99
C (-0.03497, 3.12633, -3.74006)  -1.55
C (-0.56692, 2.72322, -2.55588)  -1.46
C (-0.43414, 1.38151, -2.11479)  1.10
S (-0.82952, 1.28045, -0.35954)  2.49
O (-1.26198, -0.14175, 0.09367)  -1.30
C (-2.40261, 2.13528, -0.36167)  0.10
C (-2.43740, 3.49512, -0.08447)  0.23
C (-3.66011, 4.14033, -0.03372)  -1.28
C (-4.85443, 3.43930, -0.21378)  0.92
C (-6.17163, 4.14698, -0.12235)  -1.72
C (-4.78702, 2.07272, -0.48567)  -1.25
C (-3.56999, 1.41846, -0.57003)  -0.90
H (5.97752, 3.36561, -3.36681)  0.40
H (6.92420, 1.90041, -3.68248)  0.42
H (7.10509, 2.74741, -2.15776)  0.32
H (3.82554, 3.17329, -2.28445)  0.50
H (2.07297, 1.79314, -1.24773)  0.19
H (4.77128, -1.54047, -1.16500)  0.57
H (6.54160, -0.12750, -2.14940)  0.48
H (2.19013, -3.58908, -1.56234)  0.43
H (0.99160, -4.82125, -3.31317)  0.48
H (-0.77454, -4.89664, -5.01659)  0.51
H (-2.45830, -3.74254, -6.38674)  0.44
H (-2.92168, -1.33236, -6.01499)  0.48
H (-1.74549, -0.09482, -4.28734)  0.55
H (1.84973, -0.99105, -4.53953)  0.32
H (2.93724, -0.19728, -6.55991)  0.52
H (2.61132, 2.12598, -7.35119)  0.46
H (1.23887, 3.69321, -6.03176)  0.54
H (-0.19554, 4.13915, -4.08762)  0.48
H (-1.12238, 3.43343, -1.96498)  0.46
H (-1.52188, 4.05245, 0.08655)  0.54
H (-3.68797, 5.20668, 0.15052)  0.55
H (-6.13444, 4.95630, 0.60601)  0.41
H (-6.97361, 3.46081, 0.14477)  0.42
H (-6.42974, 4.59020, -1.08685)  0.32
H (-5.69782, 1.50927, -0.64668)  0.50
H (-3.52594, 0.35868, -0.78722)  0.52
Cl (-2.98458, 4.72397, 3.36243)  -0.04
C (-3.22361, 3.06071, 3.91175)  0.72
Cl (-2.54431, 2.90276, 5.55107)  -0.04
Cl (-4.92975, 2.59153, 3.88721)  -0.04
C (-2.48540, 2.15337, 3.04276)  -0.50
N (-1.86357, 1.41514, 2.42662)  -0.45
F (-2.63983, -1.48259, 1.75528)  -0.24
B (-2.78524, -2.80682, 2.52402)  -0.16
F (-1.42055, -2.79348, 3.07398)  -0.15
F (-2.95862, -3.79917, 1.63894)  -0.17
F (-3.70462, -2.69941, 3.48963)  -0.20

Question: Number 1 is which compound?
Answer: C55H42LaO2P3S4Sb

Question: Look up the net charge of the second one.
Answer: +3

Question: Among the records above, which one has the highest net charge?
Answer: C55H46BCl3F4HfN5O2S2